[1]
Molecular formula: C5H6N2O2
Method: DFT, ωB97M-V with the def2-TZVPD basis set

## Properties
Net charge: 0
Energy relative to the best compared isomer or geometry (same formula, charge and spin): 0.0 kcal per mole
Orbital gap (alpha / beta): 0.243 / 0.310 hartree
Expectation value of S²: 2.030
F_max: 4.43 eV/Å
2S+1: 3

Last column: Mulliken spin population.
CARTESIAN COORDINATES (ANGSTROEM)
C1 1.312 -1.051 1.601  0.159
C2 0.748 0.924 0.859  -0.037
C3 -1.733 4.325 0.506  -0.001
C4 0.135 -1.584 1.262  1.054
C5 -0.867 -2.625 1.336  -0.009
N1 1.732 0.138 1.379  0.310
N2 -0.399 0.362 0.591  0.316
O1 -2.352 4.553 -0.448  0.000
O2 -1.012 4.216 1.404  0.002
H1 1.929 -1.568 2.365  0.053
H2 0.957 1.897 0.399  0.011
H3 -1.398 -2.605 2.304  0.049
H4 -0.421 -3.583 1.111  0.039
H5 -1.524 -2.381 0.543  0.035
H6 -1.121 0.864 0.014  0.019

[2]
Molecular formula: C5H6N2O3
Method: DFT, ωB97M-V with the def2-TZVPD basis set

## Properties
Net charge: 0
Energy relative to the best compared isomer or geometry (same formula, charge and spin): 33.2 kcal per mole
SMILES string: N#C[C@H](O)c1cocn1.O
Orbital gap: 0.402 hartree
F_max: 4.27 eV/Å

Last column: Mulliken charge in e.
CARTESIAN COORDINATES (ANGSTROEM)
N1 2.714 0.983 0.897  -0.603
C1 1.700 0.388 0.941  0.321
C2 0.674 -0.707 0.905  0.260
O1 1.089 -1.745 0.060  -0.565
C3 -0.656 -0.137 0.488  0.255
C4 -1.858 -0.194 1.112  -0.602
O2 -2.772 0.371 0.285  -0.318
C5 -2.094 0.759 -0.800  -0.058
N2 -0.825 0.531 -0.718  -0.327
H1 0.589 -1.101 1.926  0.341
H2 1.227 -1.384 -0.841  0.479
H3 -2.216 -0.647 2.029  0.374
H4 -2.629 1.333 -1.551  0.395
O3 1.723 0.212 -1.747  -0.795
H5 0.809 0.552 -1.667  0.514
H6 2.523 0.783 -1.322  0.328

[3]
Molecular formula: C5H6N2O3
Method: DFT, ωB97M-V with the def2-TZVPD basis set

## Properties
Net charge: 0
Energy relative to the best compared isomer or geometry (same formula, charge and spin): 12.6 kcal per mole
SMILES string: CO/C=C1/NC(=O)NC1=O
Orbital gap: 0.330 hartree
F_max: 4.40 eV/Å

Last column: Mulliken charge in e.
CARTESIAN COORDINATES (ANGSTROEM)
C1 -1.324 2.255 0.492  -0.627
O1 -0.130 2.272 -0.328  -0.388
C2 0.184 1.128 -1.007  -0.439
C3 0.324 -0.137 -0.484  0.536
N1 0.746 -1.255 -1.197  -0.192
C4 0.755 -2.361 -0.375  0.179
O2 1.327 -3.399 -0.643  -0.594
N2 0.394 -1.990 0.882  -0.054
C5 0.128 -0.672 0.871  0.535
O3 -0.022 -0.067 1.927  -0.619
H1 -2.017 1.426 0.218  0.299
H2 -1.849 3.184 0.449  0.272
H3 -1.001 2.089 1.550  0.239
H4 0.397 1.198 -2.076  0.328
H5 1.407 -1.184 -1.966  0.251
H6 0.682 -2.488 1.687  0.275

[4]
Molecular formula: C5H6N2O3
Method: DFT, ωB97M-V with the def2-TZVPD basis set

## Properties
Net charge: 0
Energy relative to the best compared isomer or geometry (same formula, charge and spin): 60.7 kcal per mole
SMILES string: N#CC(=O)[C@@H]1N[C@@H]1C=O.O
Orbital gap: 0.348 hartree
F_max: 1.63 eV/Å

Last column: Mulliken charge in e.
CARTESIAN COORDINATES (ANGSTROEM)
N1 3.126 -0.001 0.142  -0.472
C1 2.047 -0.206 -0.236  0.161
C2 0.732 -0.777 -0.666  0.447
O1 0.528 -0.959 -1.836  -0.453
C3 -0.216 -1.105 0.448  0.015
N2 -1.346 -1.932 0.116  -0.564
C4 -1.624 -0.569 0.522  0.086
C5 -2.219 0.308 -0.531  -0.252
O2 -3.010 1.182 -0.266  -0.461
H1 0.264 -1.227 1.423  0.461
H2 -1.560 -2.602 0.851  0.264
H3 -1.998 -0.378 1.531  0.413
H4 -1.927 0.082 -1.577  0.370
O3 2.516 3.008 -0.218  -0.658
H5 1.613 2.867 0.083  0.300
H6 3.074 2.310 0.214  0.344

[5]
Molecular formula: C5H6N3O
Method: DFT, ωB97M-V with the def2-TZVPD basis set

## Properties
Net charge: +1
Energy relative to the best compared isomer or geometry (same formula, charge and spin): 55.8 kcal per mole
Orbital gap: 0.334 hartree
F_max: 5.94 eV/Å

Last column: Mulliken charge in e.
CARTESIAN COORDINATES (ANGSTROEM)
C1 1.502 2.382 -0.508  0.470
C2 1.529 0.090 0.175  0.651
C3 -2.112 0.213 0.168  0.740
C4 -3.308 -0.092 0.213  -0.806
C5 1.188 -2.417 0.355  -0.641
N1 1.474 3.480 -0.939  -0.185
N2 1.657 -1.067 0.256  -0.052
N3 1.826 1.305 -0.045  -0.381
O1 -0.940 0.278 0.056  -0.472
H1 1.600 4.428 -0.969  0.278
H2 -3.924 0.369 -0.603  0.217
H3 -3.780 -0.840 0.872  0.275
H4 0.875 -2.795 -0.676  0.279
H5 0.292 -2.516 0.997  0.294
H6 2.122 -2.819 0.650  0.334

[6]
Molecular formula: C5H6N3O2
Method: DFT, ωB97M-V with the def2-TZVPD basis set

## Properties
Net charge: +1
Energy relative to the best compared isomer or geometry (same formula, charge and spin): 124.9 kcal per mole
Orbital gap (alpha / beta): 0.290 / 0.308 hartree
F_max: 5.33 eV/Å

Last column: Mulliken charge in e.
CARTESIAN COORDINATES (ANGSTROEM)
C1 0.191 2.055 0.052  -0.237
C2 -1.130 1.931 0.041  -0.319
C3 1.115 0.970 0.074  0.400
C4 -1.760 0.516 0.072  0.430
C5 1.338 -1.495 -0.068  -0.711
N1 -1.594 -2.189 -0.155  -0.103
N2 0.427 -0.378 0.082  0.740
N3 -0.839 -0.538 0.106  -0.470
O1 2.290 1.098 0.088  -0.393
O2 -2.916 0.285 0.073  -0.385
H1 0.637 3.061 -0.126  0.394
H2 -1.860 2.726 0.119  0.441
H3 2.195 -1.444 0.725  0.304
H4 0.791 -2.459 0.094  0.293
H5 1.845 -1.407 -1.116  0.328
H6 -0.730 -2.731 -0.062  0.288

[7]
Molecular formula: C5H6N4O
Method: DFT, ωB97M-V with the def2-TZVPD basis set

## Properties
Net charge: 0
Energy relative to the best compared isomer or geometry (same formula, charge and spin): 65.6 kcal per mole
SMILES string: [H]/N=C(\NC#N)NC(=O)C=C
Orbital gap: 0.375 hartree
F_max: 5.08 eV/Å

Last column: Mulliken charge in e.
CARTESIAN COORDINATES (ANGSTROEM)
H1 -1.094 2.508 -2.060  0.211
N1 -0.681 1.539 -2.249  -0.676
C1 -0.806 0.768 -1.175  0.365
N2 -1.348 1.144 0.053  -0.180
C2 -1.754 0.226 0.872  0.446
N3 -2.085 -0.462 1.759  -0.478
N4 -0.336 -0.572 -1.170  -0.174
C3 0.744 -1.094 -0.430  0.447
O1 1.128 -2.219 -0.617  -0.558
C4 1.299 -0.288 0.637  -0.167
C5 1.788 -1.006 1.728  -0.642
H2 -1.714 2.127 0.128  0.294
H3 -0.304 -0.974 -2.072  0.281
H4 1.289 0.834 0.345  0.326
H5 2.169 -0.322 2.526  0.279
H6 1.705 -2.210 1.725  0.225

[8]
Molecular formula: C5H6N4O2
Method: DFT, ωB97M-V with the def2-TZVPD basis set

## Properties
Net charge: 0
Energy relative to the best compared isomer or geometry (same formula, charge and spin): 0.0 kcal per mole
Orbital gap (alpha / beta): 0.271 / 0.243 hartree
Expectation value of S²: 2.031
F_max: 3.75 eV/Å
2S+1: 3

Last column: Mulliken spin population.
CARTESIAN COORDINATES (ANGSTROEM)
C1 -3.053 -0.082 0.648  -0.014
C2 -2.219 0.960 0.446  0.203
C3 -1.090 -0.930 0.317  -0.029
C4 1.530 -0.693 -0.726  0.096
C5 2.237 0.182 0.369  0.026
N1 -2.406 -1.229 0.486  0.183
N2 -0.124 -1.873 0.435  0.750
N3 1.052 -1.851 0.064  0.653
N4 -0.988 0.442 0.273  0.068
O1 3.198 -0.414 1.017  0.006
O2 1.728 1.246 0.630  0.025
H1 -4.140 0.009 0.877  0.002
H2 -2.538 1.950 0.433  0.017
H3 0.943 0.042 -1.330  0.006
H4 2.370 -0.939 -1.365  0.016
H5 3.567 -1.233 0.781  0.000
H6 -0.161 0.972 0.206  -0.008

[9]
Molecular formula: C5H6NO2P
Method: DFT, ωB97M-V with the def2-TZVPD basis set

## Properties
Net charge: 0
Energy relative to the best compared isomer or geometry (same formula, charge and spin): 49.9 kcal per mole
SMILES string: C/C(=C/C=C=O)[P@H]1=NO1
Orbital gap: 0.304 hartree
F_max: 4.29 eV/Å

Last column: Mulliken charge in e.
CARTESIAN COORDINATES (ANGSTROEM)
C1 -1.381 -1.498 0.283  -1.634
C2 -0.423 -0.408 -0.008  0.491
C3 0.905 -0.592 0.106  -0.072
C4 1.840 0.493 -0.027  -0.496
C5 3.138 0.426 -0.008  0.474
O1 4.309 0.419 -0.113  -0.379
P1 -1.478 1.042 -0.443  0.424
N1 -2.737 1.659 0.279  -0.448
O2 -1.317 2.402 0.339  -0.356
H1 -2.136 -1.160 1.027  0.415
H2 -0.910 -2.322 0.684  0.421
H3 -1.780 -1.934 -0.533  0.451
H4 1.444 -1.495 0.319  0.339
H5 1.606 1.585 -0.006  0.252
H6 -1.079 1.381 -1.900  0.118

[10]
Molecular formula: C5H6NO2S
Method: DFT, ωB97M-V with the def2-TZVPD basis set

## Properties
Net charge: -1
Energy relative to the best compared isomer or geometry (same formula, charge and spin): 88.8 kcal per mole
SMILES string: CCN([O-])C(=O)C=C=S
Orbital gap: 0.202 hartree
F_max: 4.43 eV/Å

Last column: Mulliken charge in e.
CARTESIAN COORDINATES (ANGSTROEM)
C1 -1.880 -1.196 0.528  -0.963
C2 -1.474 -0.209 -0.573  -0.579
N1 0.003 -0.080 -0.432  0.350
O1 0.683 -1.174 -0.372  -0.805
C3 0.576 1.206 -0.199  0.593
O2 -0.106 2.272 -0.309  -0.799
C4 1.978 1.266 0.234  -0.333
C5 2.880 0.285 0.273  0.095
S1 4.131 -0.693 0.299  -0.404
H1 -1.613 -2.266 0.170  0.186
H2 -1.168 -1.004 1.344  0.309
H3 -2.940 -1.088 0.716  0.364
H4 -1.658 -0.453 -1.587  0.376
H5 -1.796 0.896 -0.328  0.279
H6 2.384 2.239 0.235  0.330

[11]
Molecular formula: C5H6NO3
Method: DFT, ωB97M-V with the def2-TZVPD basis set

## Properties
Net charge: -1
Energy relative to the best compared isomer or geometry (same formula, charge and spin): 25.3 kcal per mole
SMILES string: CCc1c([O-])[nH]oc1=O
Orbital gap: 0.284 hartree
F_max: 3.23 eV/Å

Last column: Mulliken charge in e.
CARTESIAN COORDINATES (ANGSTROEM)
C1 -1.204 -0.342 0.317  -1.247
C2 -0.195 0.113 -0.757  -0.314
C3 1.211 0.020 -0.217  -0.021
C4 2.103 1.081 -0.037  0.242
O1 2.154 2.307 -0.047  -0.754
N1 3.414 0.484 0.122  -0.132
O2 3.265 -0.957 0.209  -0.338
C5 1.902 -1.217 -0.152  0.573
O3 1.521 -2.355 -0.280  -0.688
H1 -0.868 -1.289 0.827  0.292
H2 -2.042 -0.703 -0.160  0.427
H3 -1.342 0.429 1.141  0.285
H4 -0.608 1.165 -0.972  0.238
H5 -0.417 -0.662 -1.664  0.239
H6 4.141 0.629 0.792  0.198

[12]
Molecular formula: C5H6NO4S
Method: DFT, ωB97M-V with the def2-TZVPD basis set

## Properties
Net charge: -1
Energy relative to the best compared isomer or geometry (same formula, charge and spin): 17.5 kcal per mole
SMILES string: CN(c1ccco1)S(=O)(=O)[O-]
Orbital gap: 0.302 hartree
F_max: 4.18 eV/Å

Last column: Mulliken charge in e.
CARTESIAN COORDINATES (ANGSTROEM)
C1 0.422 -2.063 -0.375  -1.203
N1 0.679 -0.687 -0.679  -0.092
C2 -0.365 0.273 -0.286  0.478
C3 -1.642 0.135 0.217  -0.551
C4 -2.185 1.431 0.350  -0.372
C5 -1.226 2.266 -0.120  -0.387
O1 -0.118 1.549 -0.424  -0.274
S1 2.156 -0.194 0.147  1.169
O2 1.752 -0.135 1.546  -0.657
O3 3.108 -1.243 -0.277  -0.726
O4 2.515 1.088 -0.394  -0.646
H1 1.297 -2.478 -0.797  0.411
H2 0.474 -2.085 0.778  0.361
H3 -0.449 -2.318 -0.911  0.442
H4 -1.962 -0.801 0.644  0.361
H5 -3.108 1.864 0.728  0.351
H6 -1.347 3.397 -0.145  0.333

[13]
Molecular formula: C5H6NO4S
Method: DFT, ωB97M-V with the def2-TZVPD basis set

## Properties
Net charge: -1
Energy relative to the best compared isomer or geometry (same formula, charge and spin): 63.6 kcal per mole
Orbital gap (alpha / beta): 0.295 / 0.294 hartree
F_max: 3.65 eV/Å

Last column: Mulliken charge in e.
CARTESIAN COORDINATES (ANGSTROEM)
C1 1.838 0.358 -0.850  -0.850
C2 2.586 -0.551 -0.182  -0.206
C3 0.577 -0.705 0.769  -0.952
C4 0.465 0.229 -0.285  0.837
C5 -0.838 0.791 -0.552  -0.478
N1 1.854 -1.200 0.830  -0.057
O1 -1.947 -1.439 -0.937  -0.627
O2 -2.072 -0.627 1.410  -0.657
O3 -3.552 0.343 -0.275  -0.632
O4 -1.243 2.621 0.596  -0.751
S1 -2.303 -0.340 -0.013  1.070
H1 2.202 0.827 -1.800  0.279
H2 3.636 -0.821 -0.555  0.290
H3 -0.320 -1.012 1.179  0.767
H4 -1.001 1.201 -1.489  0.394
H5 2.287 -1.915 1.511  0.265
H6 -2.169 2.241 0.644  0.309

[14]
Molecular formula: C5H6NiO5
Method: DFT, ωB97M-V with the def2-TZVPD basis set

## Properties
Net charge: 0
Energy relative to the best compared isomer or geometry (same formula, charge and spin): 0.0 kcal per mole
Orbital gap (alpha / beta): 0.322 / 0.301 hartree
Expectation value of S²: 2.007
F_max: 4.44 eV/Å
2S+1: 3

Last column: Mulliken spin population.
CARTESIAN COORDINATES (ANGSTROEM)
H1 2.140 1.820 3.863  0.000
O1 2.035 0.499 1.015  -0.007
C1 1.974 0.809 3.489  0.000
C2 2.126 0.582 2.187  0.002
H2 1.826 -0.036 4.163  0.000
H3 -2.377 1.413 -1.833  0.006
C3 -1.448 0.819 -1.725  -0.010
C4 -1.779 -0.373 -0.817  0.002
O2 -0.540 -0.957 -0.382  0.056
C5 0.217 -1.755 -1.267  -0.018
O3 -0.166 -2.910 -1.523  0.007
O4 1.350 -1.222 -1.486  0.073
Ni1 0.916 0.476 -0.523  1.745
O5 -0.399 1.576 -1.215  0.136
H4 -1.219 0.426 -2.739  0.003
H5 -2.397 -1.132 -1.315  0.001
H6 -2.259 -0.036 0.110  0.003

[15]
Molecular formula: C5H6O
Method: DFT, ωB97M-V with the def2-TZVPD basis set

## Properties
Net charge: 0
Energy relative to the best compared isomer or geometry (same formula, charge and spin): 40.2 kcal per mole
SMILES string: C#CC(=O)CC
Orbital gap: 0.389 hartree
F_max: 0.50 eV/Å

Last column: Mulliken charge in e.
CARTESIAN COORDINATES (ANGSTROEM)
C1 2.927 0.666 0.297  0.302
C2 1.889 0.098 0.080  -0.398
C3 0.616 -0.563 -0.224  0.108
O1 0.561 -1.455 -1.044  -0.503
C4 -0.610 -0.066 0.516  -0.329
C5 -1.796 0.092 -0.435  -1.105
H1 3.862 1.156 0.465  0.400
H2 -0.839 -0.820 1.282  0.275
H3 -0.378 0.866 1.039  0.308
H4 -2.694 0.400 0.109  0.323
H5 -1.998 -0.852 -0.947  0.293
H6 -1.583 0.848 -1.198  0.326

[16]
Molecular formula: C5H6O
Method: DFT, ωB97M-V with the def2-TZVPD basis set

## Properties
Net charge: 0
Energy relative to the best compared isomer or geometry (same formula, charge and spin): 108.1 kcal per mole
SMILES string: CC=C=C1CO1
Orbital gap: 0.352 hartree
F_max: 0.69 eV/Å

Last column: Mulliken charge in e.
CARTESIAN COORDINATES (ANGSTROEM)
C1 2.264 0.267 -0.035  -1.094
C2 0.784 0.230 -0.081  0.253
C3 -0.121 0.470 -1.037  -0.800
C4 -1.281 -0.032 -0.612  0.711
C5 -2.415 -0.147 0.253  -0.194
O1 -1.888 -1.208 -0.629  -0.337
H1 2.580 -0.784 0.013  0.253
H2 2.730 0.750 -0.892  0.330
H3 2.576 0.738 0.903  0.293
H4 0.390 -0.209 0.847  0.106
H5 -3.368 0.262 -0.049  0.250
H6 -2.252 -0.337 1.317  0.229

[17]
Molecular formula: C5H6O
Method: DFT, ωB97M-V with the def2-TZVPD basis set

## Properties
Net charge: 0
Energy relative to the best compared isomer or geometry (same formula, charge and spin): 34.5 kcal per mole
SMILES string: CC#CC(C)=O
Orbital gap: 0.399 hartree
F_max: 0.92 eV/Å

Last column: Mulliken charge in e.
CARTESIAN COORDINATES (ANGSTROEM)
C1 -2.473 0.345 -0.516  -1.265
C2 -1.114 -0.145 -0.311  0.679
C3 -0.029 -0.646 -0.161  0.094
C4 1.371 -0.967 0.123  0.214
C5 2.108 0.280 0.555  -1.009
O1 1.813 -2.093 0.011  -0.527
H1 -2.488 1.416 -0.725  0.308
H2 -2.925 -0.188 -1.354  0.288
H3 -3.060 0.150 0.383  0.293
H4 2.037 1.015 -0.262  0.295
H5 1.604 0.676 1.451  0.298
H6 3.155 0.156 0.804  0.330

[18]
Molecular formula: C5H6O
Method: DFT, ωB97M-V with the def2-TZVPD basis set

## Properties
Net charge: 0
Energy relative to the best compared isomer or geometry (same formula, charge and spin): 42.0 kcal per mole
SMILES string: CCC#CC=O
Orbital gap: 0.391 hartree
F_max: 0.63 eV/Å

Last column: Mulliken charge in e.
CARTESIAN COORDINATES (ANGSTROEM)
C1 -1.833 0.352 -0.208  -1.095
C2 -0.974 -0.924 -0.190  -0.471
C3 0.418 -0.567 0.080  0.287
C4 1.519 -0.100 0.252  0.253
C5 2.790 0.575 0.396  -0.320
O1 2.876 1.730 0.749  -0.431
H1 -2.003 0.710 0.812  0.295
H2 -1.321 1.146 -0.761  0.335
H3 -2.801 0.169 -0.683  0.327
H4 -1.019 -1.446 -1.154  0.281
H5 -1.337 -1.627 0.570  0.270
H6 3.685 -0.020 0.137  0.269